1.
Entry from OMol25: a structure of composition C45H61HgN3O3PSe (ωB97M-V/def2-TZVPD).

```
! wB97M-V def2-TZVPD RIJCOSX def2/J DEFGRID3
* xyz -2 2
Hg 0.07 0.17 1.95
C -0.50 -0.35 6.53
C -0.54 -0.44 5.02
N -0.10 0.55 4.25
N 0.37 1.68 4.87
C 1.19 2.39 4.10
O 1.63 2.11 2.95
C 1.65 3.68 4.73
C 2.50 4.51 4.02
C 2.96 5.70 4.56
C 2.56 6.09 5.83
C 1.70 5.27 6.56
C 1.25 4.07 6.01
C -1.02 -1.63 4.41
C -1.48 -2.75 5.16
C -1.89 -3.89 4.52
C -1.85 -3.95 3.10
C -1.42 -2.82 2.43
N -1.03 -1.70 3.03
H 0.02 0.56 6.82
H 0.01 -1.21 6.97
H -1.51 -0.32 6.95
H 2.80 4.19 3.03
H 3.62 6.34 3.99
H 2.91 7.02 6.26
H 1.38 5.56 7.55
H 0.57 3.43 6.56
H -1.52 -2.70 6.24
H -2.23 -4.74 5.10
H -2.16 -4.83 2.55
H -1.37 -2.80 1.35
C 2.39 1.00 -5.59
C 3.26 0.05 -4.75
C 3.67 -1.12 -5.65
C 4.54 0.78 -4.32
C 2.49 -0.42 -3.51
C 2.02 0.51 -2.59
C 1.33 0.14 -1.46
Se 0.65 1.55 -0.35
C -1.15 1.52 -1.00
C -1.35 1.86 -2.33
C -2.61 1.81 -2.91
C -3.67 1.41 -2.08
C -3.51 1.06 -0.75
C -2.21 1.10 -0.14
O -2.03 0.77 1.08
C -4.69 0.59 0.09
C -4.43 -0.84 0.60
C -4.91 1.53 1.29
C -6.00 0.56 -0.70
C -2.77 2.16 -4.39
C -2.30 3.59 -4.65
C -1.94 1.19 -5.24
C -4.23 2.05 -4.85
C 1.04 -1.22 -1.14
O 0.43 -1.57 -0.08
C 1.52 -2.18 -2.11
C 2.20 -1.76 -3.23
C 1.19 -3.67 -1.90
C 1.80 -4.15 -0.58
C 1.76 -4.55 -3.02
C -0.33 -3.86 -1.88
H 2.94 1.35 -6.47
H 2.08 1.87 -5.01
H 1.48 0.49 -5.92
H 4.20 -0.75 -6.52
H 2.79 -1.68 -6.00
H 4.32 -1.82 -5.12
H 5.09 1.14 -5.20
H 5.18 0.12 -3.74
H 4.30 1.65 -3.70
H 2.20 1.57 -2.76
H -0.49 2.15 -2.92
H -4.66 1.35 -2.51
H -3.52 -0.87 1.20
H -4.32 -1.53 -0.24
H -5.27 -1.18 1.22
H -4.01 1.57 1.90
H -5.74 1.17 1.90
H -5.15 2.54 0.94
H -5.95 -0.13 -1.55
H -6.27 1.55 -1.08
H -6.81 0.21 -0.05
H -1.25 3.72 -4.37
H -2.88 4.30 -4.07
H -2.40 3.85 -5.71
H -0.88 1.23 -4.96
H -2.02 1.43 -6.30
H -2.27 0.16 -5.09
H -4.87 2.73 -4.29
H -4.62 1.04 -4.72
H -4.30 2.32 -5.91
H 2.53 -2.51 -3.94
H 2.89 -4.10 -0.61
H 1.51 -5.19 -0.38
H 1.43 -3.53 0.23
H 2.85 -4.48 -3.08
H 1.33 -4.30 -3.99
H 1.50 -5.59 -2.80
H -0.78 -3.25 -1.11
H -0.57 -4.91 -1.69
H -0.76 -3.58 -2.85
C 2.41 -2.94 3.14
P 2.35 -1.16 2.72
C 3.63 -1.00 1.42
C 3.18 -0.45 4.17
H 3.43 -3.29 3.31
H 1.95 -3.54 2.36
H 1.82 -3.09 4.05
H 4.59 -1.44 1.71
H 3.76 0.06 1.22
H 3.26 -1.48 0.51
H 4.14 -0.93 4.38
H 2.52 -0.55 5.04
H 3.33 0.62 3.98
*
```

Summary:
* frontier orbital gap (alpha / beta): 3.68 / 5.96 eV
* largest force on an atom: 0.2 eV Å⁻¹
* LUMO level (alpha / beta): 4.04 / 4.04 eV
* <S²>: 0.78



2.
Entry from OMol25: a structure of composition C45H64BN10OZn (ωB97M-V/def2-TZVPD).

```
! wB97M-V def2-TZVPD RIJCOSX def2/J DEFGRID3
* xyz 1 1
Zn 0.25 -0.48 -0.75
C -3.99 -0.61 0.46
C -3.06 -0.30 1.64
C -3.92 0.06 2.86
C -2.08 0.81 1.36
C -2.14 2.05 1.99
C -1.04 2.76 1.54
C -0.65 4.12 2.01
C -0.25 4.04 3.49
C -1.79 5.13 1.83
N -0.38 1.97 0.67
N -1.01 0.78 0.55
B 0.90 2.29 -0.10
N 2.05 1.39 0.39
N 1.99 0.05 0.17
C 3.10 -0.50 0.67
C 3.90 0.51 1.19
C 3.20 1.70 1.03
C 3.79 2.96 1.62
C 4.06 2.66 3.11
C 3.05 4.30 1.60
C 3.54 -1.93 0.73
C 2.60 -2.91 0.05
C 3.75 -2.36 2.19
N 0.62 2.15 -1.61
N 0.01 1.07 -2.17
C -0.33 1.39 -3.43
C 0.11 2.69 -3.67
C 0.67 3.16 -2.50
C 1.16 4.58 -2.41
C 2.68 4.67 -2.21
C 0.40 5.44 -1.40
C -1.19 0.83 -4.54
C -2.61 1.37 -4.33
C -1.28 -0.65 -4.88
H -4.87 -1.14 0.82
H -4.33 0.31 -0.02
H -3.50 -1.23 -0.27
H -2.50 -1.20 1.89
H -4.57 0.90 2.64
H -4.54 -0.79 3.13
H -3.30 0.30 3.73
H -2.86 2.40 2.70
H 0.20 4.48 1.44
H -1.11 3.78 4.11
H 0.52 3.28 3.63
H 0.14 5.00 3.83
H -2.65 4.86 2.44
H -1.45 6.12 2.13
H -2.10 5.18 0.79
H 1.22 3.39 0.10
H 4.87 0.39 1.61
H 4.75 3.10 1.11
H 3.12 2.47 3.62
H 4.71 1.80 3.25
H 4.53 3.52 3.58
H 2.13 4.23 2.16
H 3.68 5.03 2.09
H 2.86 4.66 0.60
H 4.52 -1.96 0.23
H 1.89 -3.31 0.76
H 2.06 -2.38 -0.73
H 3.16 -3.74 -0.38
H 2.80 -2.37 2.72
H 4.16 -3.37 2.22
H 4.42 -1.70 2.72
H -0.01 3.24 -4.59
H 0.94 5.01 -3.40
H 3.01 4.01 -1.41
H 3.20 4.39 -3.12
H 2.95 5.69 -1.96
H 0.73 5.27 -0.39
H 0.57 6.49 -1.63
H -0.67 5.25 -1.45
H -0.79 1.32 -5.43
H -3.10 0.82 -3.53
H -2.60 2.43 -4.07
H -3.18 1.24 -5.25
H -1.92 -1.17 -4.18
H -1.75 -0.73 -5.86
H -0.31 -1.12 -4.92
O 2.47 -0.91 -2.48
C 2.22 -1.04 -3.87
C 2.08 -2.51 -4.28
C 1.38 -3.39 -3.23
C -0.06 -3.10 -2.95
C -1.01 -3.94 -3.53
C -2.35 -3.77 -3.29
C -2.73 -2.72 -2.46
C -1.73 -1.91 -1.95
N -0.43 -2.10 -2.15
H 2.90 -0.07 -2.32
H 3.05 -0.60 -4.44
H 1.31 -0.48 -4.11
H 3.07 -2.94 -4.43
H 1.53 -2.55 -5.22
H 1.95 -3.31 -2.31
H 1.46 -4.43 -3.58
H -0.68 -4.74 -4.18
H -3.09 -4.42 -3.73
H -3.77 -2.51 -2.27
H -1.98 -1.04 -1.36
N -4.75 -7.98 5.54
C -4.09 -7.23 4.98
C -3.28 -6.27 4.31
C -2.58 -5.33 5.06
C -1.82 -4.37 4.43
C -1.73 -4.33 3.04
C -2.41 -5.29 2.30
C -3.17 -6.25 2.92
N -0.99 -3.30 2.42
C -0.25 -2.34 3.06
C 0.20 -1.49 2.10
N -0.23 -1.91 0.88
C -0.94 -2.98 1.10
H -2.63 -5.36 6.14
H -1.30 -3.65 5.05
H -2.33 -5.30 1.22
H -3.70 -6.99 2.34
H -0.10 -2.31 4.12
H 0.80 -0.61 2.23
H -1.43 -3.54 0.32
*
```

Summary:
* frontier orbital gap: 8.74 eV
* largest force on an atom: 0.9 eV Å⁻¹
* LUMO level: -2.34 eV



3.
Entry from OMol25: a structure of composition C45H65GeN3O3SSe3Sn (ωB97M-V/def2-TZVPD).

```
! wB97M-V def2-TZVPD RIJCOSX def2/J DEFGRID3
* xyz -2 1
Sn -1.63 -0.43 -0.57
C 3.81 -4.55 -4.27
C 3.31 -4.77 -2.93
C 2.66 -6.18 -2.85
C 4.42 -4.42 -1.85
C 2.16 -3.75 -2.67
C 1.92 -3.14 -1.43
C 1.04 -2.09 -1.33
Se 0.97 -1.03 0.35
C 0.07 -2.21 1.72
C 0.71 -3.21 2.47
C -0.05 -3.89 3.43
C -1.39 -3.49 3.63
C -1.93 -2.31 3.18
C -1.15 -1.61 2.21
O -1.43 -0.37 1.81
C -3.27 -1.78 3.76
C -3.22 -1.78 5.32
C -3.53 -0.29 3.41
C -4.37 -2.51 2.99
C 0.39 -5.03 4.32
C -0.02 -4.75 5.80
C 1.90 -5.17 4.32
C -0.31 -6.33 3.84
C 0.40 -1.52 -2.46
O -0.23 -0.33 -2.43
C 0.44 -2.37 -3.64
C 1.41 -3.35 -3.74
C -0.60 -2.17 -4.77
C -1.70 -3.16 -4.38
C -0.06 -2.38 -6.21
C -1.26 -0.78 -4.82
H 4.87 -4.75 -4.46
H 3.39 -4.50 -5.27
H 4.75 -2.75 -4.81
H 3.20 -7.02 -3.41
H 2.56 -6.48 -1.82
H 1.65 -6.16 -3.26
H 5.43 -4.75 -2.09
H 4.46 -3.34 -1.66
H 4.14 -4.91 -0.90
H 2.45 -3.35 -0.52
H 1.80 -3.33 2.35
H -2.00 -4.14 4.29
H -2.27 -1.36 5.57
H -3.96 -1.14 5.80
H -3.25 -2.79 5.72
H -2.69 0.34 3.69
H -3.73 -0.14 2.37
H -4.41 0.02 3.98
H -4.36 -3.59 3.14
H -5.38 -2.13 3.23
H -4.29 -2.35 1.89
H 0.23 -3.75 6.14
H -1.09 -4.86 5.99
H 0.55 -5.43 6.44
H 2.35 -4.19 4.59
H 2.31 -5.91 5.02
H 2.29 -5.38 3.33
H -1.39 -6.37 3.97
H -0.09 -6.41 2.76
H 0.14 -7.21 4.28
H 1.63 -3.63 -4.76
H -1.47 -4.23 -4.59
H -1.94 -3.04 -3.34
H -2.63 -2.93 -4.91
H 0.47 -3.33 -6.32
H -0.89 -2.37 -6.89
H 0.65 -1.57 -6.47
H -1.84 -0.42 -4.00
H -0.53 0.01 -5.06
H -1.91 -0.76 -5.71
Se -2.71 5.72 0.58
Se -4.28 2.98 -2.23
C -5.97 3.15 -3.06
C -6.46 4.44 -3.15
C -7.80 4.67 -3.36
C -8.64 3.59 -3.71
C -8.10 2.30 -3.62
N -6.79 2.06 -3.33
C -1.98 6.96 -0.53
C -2.44 8.39 -0.40
C -1.87 9.33 -1.20
C -0.79 9.01 -2.10
C -0.30 7.63 -1.73
N -1.21 6.69 -1.47
H -5.78 5.29 -3.07
H -8.36 5.60 -3.15
H -9.64 3.72 -4.08
H -8.73 1.37 -3.51
H -3.27 8.55 0.28
H -2.12 10.45 -1.44
H 0.04 9.98 -2.14
H 5.22 -2.26 -5.01
O 2.08 6.03 -8.92
H 1.88 5.18 -8.44
H 2.33 5.47 -9.67
S -0.39 3.43 8.36
C -1.55 3.41 7.17
C -1.09 3.72 5.91
N 0.23 4.00 6.00
C 0.79 3.83 7.16
H -2.55 3.14 7.43
H -1.78 3.75 5.03
H 1.89 3.93 7.26
H -3.85 3.02 -3.67
C 7.81 5.39 1.42
Ge 6.71 4.03 0.17
C 6.01 3.04 1.82
C 9.06 4.37 1.75
C 1.11 7.51 -1.59
H 7.21 5.65 2.30
H 7.69 6.17 0.63
H 0.80 -9.63 5.96
H 6.86 2.50 2.26
H 5.22 2.31 1.58
H 5.64 3.74 2.55
H 9.87 4.84 1.13
H 8.95 3.34 1.37
H 9.21 4.29 2.84
H 1.36 7.43 -0.56
H 1.77 8.03 -2.36
*
```

Summary:
* frontier orbital gap (alpha / beta): 2.37 / 2.37 eV
* largest force on an atom: 5.5 eV Å⁻¹
* LUMO level (alpha / beta): 2.49 / 2.49 eV
* relative energy (zero: lowest compared OMol25 entry of this formula, charge and spin): 416.57 kJ/mol



4.
Entry from OMol25: a cluster of 12 separate species, C45H69N3O15 in total (ωB97M-V/def2-TZVPD).

```
! wB97M-V def2-TZVPD RIJCOSX def2/J DEFGRID3
* xyz 0 1
O 3.81 -8.03 1.45
N 3.94 -7.74 0.27
O 4.02 -8.54 -0.63
C 4.07 -6.31 -0.04
C 4.27 -5.95 -1.36
C 4.47 -4.62 -1.68
C 4.40 -3.68 -0.65
C 4.25 -4.03 0.69
C 3.97 -5.37 0.97
H 4.32 -6.73 -2.11
H 4.53 -4.22 -2.68
H 4.58 -2.62 -0.81
H 4.18 -3.27 1.45
H 3.67 -5.70 1.95
O -2.81 6.09 6.85
N -3.04 5.65 5.74
O -4.12 5.72 5.17
C -1.97 4.98 5.01
C -2.06 4.88 3.62
C -1.15 4.14 2.91
C -0.02 3.59 3.57
C 0.16 3.88 4.91
C -0.82 4.55 5.64
H -2.87 5.40 3.13
H -1.21 3.97 1.85
H 0.66 3.00 2.97
H 1.06 3.60 5.43
H -0.61 4.72 6.68
O -0.88 -1.24 -2.48
N -0.72 -1.70 -3.59
O 0.29 -2.30 -3.92
C -1.66 -1.33 -4.66
C -2.90 -0.83 -4.31
C -3.81 -0.52 -5.31
C -3.45 -0.74 -6.63
C -2.20 -1.25 -6.97
C -1.31 -1.59 -5.97
H -3.15 -0.76 -3.26
H -4.82 -0.19 -5.10
H -4.16 -0.51 -7.42
H -1.94 -1.40 -8.01
H -0.34 -2.00 -6.22
C 1.57 0.06 5.33
C 2.93 0.59 4.92
C 3.43 0.12 3.55
O 3.62 1.29 5.62
H 1.50 -0.18 6.39
H 1.45 -0.87 4.76
H 0.78 0.76 5.06
H 4.33 0.72 3.36
H 2.69 0.25 2.77
H 3.68 -0.93 3.72
C -0.24 0.24 0.51
C 0.54 -0.90 1.11
C 1.53 -1.58 0.21
O 0.48 -1.15 2.29
H -1.32 0.20 0.66
H -0.09 0.15 -0.57
H 0.15 1.24 0.69
H 1.10 -2.41 -0.36
H 2.35 -2.02 0.78
H 1.98 -0.99 -0.59
C -2.02 0.93 3.60
C -2.28 0.99 5.08
C -3.47 1.79 5.59
O -1.64 0.30 5.84
H -2.07 1.85 3.04
H -2.67 0.18 3.14
H -0.99 0.56 3.54
H -3.21 2.45 6.41
H -4.19 1.04 5.94
H -3.91 2.36 4.78
C -1.24 -7.03 -2.89
C -0.92 -5.66 -2.32
C 0.56 -5.43 -2.08
O -1.73 -4.78 -2.27
H -0.51 -7.37 -3.62
H -2.25 -7.22 -3.25
H -1.04 -7.73 -2.06
H 1.19 -5.48 -2.96
H 0.90 -6.13 -1.31
H 0.65 -4.44 -1.63
C 2.09 4.93 0.74
C 2.92 3.77 0.22
C 4.11 4.16 -0.64
O 2.67 2.61 0.46
H 1.06 4.57 0.77
H 2.24 5.77 0.07
H 2.46 5.16 1.74
H 4.56 5.02 -0.14
H 3.79 4.47 -1.64
H 4.77 3.31 -0.75
C 3.29 -0.45 -3.59
C 3.92 0.69 -2.83
C 4.46 0.33 -1.45
O 4.04 1.81 -3.26
H 3.60 -1.43 -3.24
H 3.40 -0.34 -4.67
H 2.21 -0.37 -3.44
H 3.62 -0.03 -0.86
H 4.95 1.21 -1.05
H 5.20 -0.46 -1.62
C -3.79 1.72 -1.23
C -3.60 3.07 -0.57
C -4.16 4.30 -1.25
O -3.02 3.20 0.49
H -3.95 1.85 -2.29
H -4.69 1.31 -0.77
H -2.88 1.14 -1.06
H -3.38 5.05 -1.39
H -4.97 4.74 -0.68
H -4.49 4.07 -2.26
C -0.84 4.27 -3.53
C -1.15 2.80 -3.38
C -0.10 1.93 -2.75
O -2.20 2.36 -3.79
H 0.06 4.51 -4.10
H -0.86 4.87 -2.62
H -1.69 4.68 -4.10
H 0.85 2.46 -2.74
H 0.13 0.96 -3.19
H -0.55 1.73 -1.78
C -3.03 -1.97 -0.32
C -3.64 -1.64 1.02
C -3.71 -2.77 2.03
O -4.16 -0.58 1.26
H -2.86 -1.12 -0.96
H -3.79 -2.67 -0.71
H -2.16 -2.61 -0.21
H -3.99 -2.34 2.99
H -2.71 -3.20 2.18
H -4.30 -3.61 1.67
*
```

Summary:
* frontier orbital gap: 8.08 eV
* largest force on an atom: 2.5 eV Å⁻¹
* LUMO level: -0.92 eV
* relative energy (zero: lowest compared OMol25 entry of this formula, charge and spin): 0.00 kJ/mol
* SMILES: O=[N+]([O-])c1ccccc1.O=[N+]([O-])c1ccccc1.O=[N+]([O-])c1ccccc1.CC(C)=O.CC(C)=O.CC(C)=O.CC(C)=O.CC(C)=O.CC(C)=O.CC(C)=O.CC(C)=O.CC(C)=O



Question: The lowest largest force on an atom belongs to which entry?
Answer: C45H61HgN3O3PSe